(1)
Entry from the Open Molecules 2025 dataset: C5H4 in the gas phase (the ωB97M-V functional and the def2-TZVPD basis).

```
9
Properties=species:S:1:pos:R:3:nbo_charge:R:1
C -1.88233 -1.23302 0.68003 -0.241
C -0.82509 -0.88649 0.22289 0.019
C 0.57075 -0.47448 0.04808 -0.554
C 0.77260 0.89725 -0.44621 -0.007
C 0.97067 2.01633 -0.84364 -0.219
H -2.84154 -1.57190 0.99091 0.239
H 0.93166 -0.58985 1.07346 0.266
H 1.15722 -1.17785 -0.55523 0.259
H 1.14607 3.02000 -1.17029 0.238
```

Calculated values
M, g/mol: 64.09
E_HOMO, eV: -9.99
LUMO level, eV: 0.959
Energy above the lowest of the compared OMol25 structures with the same formula, charge and spin, kJ/mol: 48.8
Structure (SMILES): C#CCC#C

---

(2)
Entry from the Open Molecules 2025 dataset: a 2-piece molecular cluster, C5H4 overall in a non-equilibrium geometry (the ωB97M-V functional and the def2-TZVPD basis).

```
9
Properties=species:S:1:pos:R:3:mulliken_charge:R:1
C -0.89048 -0.76463 -0.24343 -0.004
C 0.55753 -1.04673 0.27995 -0.062
C 0.09613 0.20979 -0.11457 -0.253
C 0.58477 2.75969 -0.47308 -0.347
C -0.44295 -2.13059 0.05826 -0.109
H -0.23168 3.47845 0.08843 0.127
H 1.52694 2.86722 0.03440 0.175
H -0.66714 -2.44908 1.07081 0.197
H -0.53312 -2.92411 -0.70076 0.276
```

Calculated values
M, g/mol: 64.09
E_HOMO (spin up / spin down), eV: -7.85 / -7.74
LUMO level (spin up / spin down), eV: -0.474 / -0.474
Energy above the lowest of the compared OMol25 structures with the same formula, charge and spin, kJ/mol: 773.1

---

(3)
Entry from the Open Molecules 2025 dataset: C5H4 as an isolated structure in a non-equilibrium geometry (the ωB97M-V functional and the def2-TZVPD basis).

```
9
Properties=species:S:1:pos:R:3:nbo_charge:R:1
C -0.47443 1.56495 0.92258 -0.490
C 0.32522 -0.99856 -1.33310 -0.472
C 0.10906 -0.90191 0.30443 -0.309
C -0.01656 0.37143 0.66752 0.179
C 1.50764 -1.36478 -0.97951 0.071
H -1.45001 1.76666 0.51452 0.246
H 0.29872 2.28262 1.23382 0.246
H -0.42472 -0.80848 -2.04500 0.256
H 0.12510 -1.91192 0.71476 0.273
```

Calculated values
M, g/mol: 64.09
E_HOMO, eV: -9.77
LUMO level, eV: 0.212
Energy above the lowest of the compared OMol25 structures with the same formula, charge and spin, kJ/mol: 285.4

---

(4)
Entry from the Open Molecules 2025 dataset: a 14-piece molecular cluster, C5H40N2O14 overall in a non-equilibrium geometry (the ωB97M-V functional and the def2-TZVPD basis).

```
61
Properties=species:S:1:pos:R:3:nbo_charge:R:1
C -1.06012 0.29221 0.42977 -0.251
N 0.38869 0.59104 0.50718 -0.716
C 0.95242 1.05672 -0.75067 0.087
O 2.27007 0.63310 -0.90304 -0.790
C -1.21550 -1.18852 -0.01469 -0.073
C -0.74374 -2.12366 1.02098 -0.432
C -1.64304 -2.23272 2.27685 -0.617
N -2.51073 -1.30645 -0.67033 -0.851
H -1.61621 0.66786 1.30496 0.213
H -1.28959 1.06128 -0.31845 0.204
H 0.88424 1.04216 1.22314 0.390
H 0.34834 0.65345 -1.60418 0.148
H 0.84425 2.11328 -1.04579 0.146
H 2.63037 0.40598 -0.02729 0.503
H -0.44973 -1.30379 -0.82057 0.196
H -0.88966 -3.19158 0.72144 0.243
H 0.36224 -1.94337 1.34678 0.216
H -2.49796 -2.77157 2.17773 0.206
H -1.07186 -2.72536 3.12201 0.209
H -1.88021 -1.26877 2.65873 0.187
H -2.61187 -0.52644 -1.32574 0.378
H -3.26707 -1.25878 0.00209 0.357
H -3.33813 1.74079 2.83928 0.483
H -4.46582 1.14125 2.01922 0.467
O -3.70035 1.54568 1.97035 -0.944
H -4.15029 1.84825 -2.10601 0.476
H -3.21979 2.94764 -1.63717 0.499
O -3.41271 2.33390 -2.37317 -0.971
H -0.94706 -3.97466 -2.31489 0.475
H -1.87864 -3.09479 -1.39702 0.491
O -1.63395 -4.00111 -1.63253 -0.980
H -0.49199 3.66547 -2.63422 0.468
H -1.75884 2.84115 -2.87250 0.489
O -0.83578 2.83925 -3.04290 -0.967
H 1.75574 -4.04090 1.14395 0.485
H 2.60890 -2.93974 0.60721 0.518
O 2.50462 -3.48963 1.47076 -0.972
H 3.77599 3.07828 1.37150 0.507
H 3.43335 1.70997 2.26914 0.520
O 3.47996 2.67598 2.27731 -0.950
H 3.99053 -0.57882 0.92848 0.493
H 2.88117 -0.63144 1.95265 0.517
O 3.43316 0.11928 1.42987 -1.032
H -1.37855 3.59834 0.45471 0.512
H -3.01221 3.35873 0.59533 0.492
O -2.32530 3.69088 0.06213 -0.995
H 1.26528 -1.63459 -4.13859 0.472
H 1.45523 -0.95445 -2.82509 0.484
O 1.21557 -1.83316 -3.19085 -0.959
H 1.97387 2.83831 2.35647 0.511
H 0.26017 3.28276 2.55150 0.458
O 1.03818 3.34304 2.07899 -1.056
H 1.67855 -1.28818 -0.56763 0.498
H 2.98009 -1.65028 -1.38326 0.512
O 2.36718 -1.89561 -0.63419 -0.971
H 2.07558 -2.46276 2.55460 0.516
H 1.16730 -1.16634 2.86740 0.474
O 2.07094 -1.49491 2.98210 -0.977
H 1.23809 1.26368 -4.04019 0.492
H 0.58165 0.16040 -4.87386 0.475
O 1.38499 0.43224 -4.42983 -0.961
```

Calculated values
M, g/mol: 352.38
E_HOMO, eV: -8.74
LUMO level, eV: -0.242
Energy above the lowest of the compared OMol25 structures with the same formula, charge and spin, kJ/mol: 613.2

---

(5)
Entry from the Open Molecules 2025 dataset: a 20-piece molecular cluster, C5H49N2O24P overall in a non-equilibrium geometry (the ωB97M-V functional and the def2-TZVPD basis).

```
81
Properties=species:S:1:pos:R:3:mulliken_charge:R:1
N -1.65123 -3.79336 0.02526 -0.713
C -0.22441 -3.49511 -0.17663 -0.799
C 0.01486 -2.22863 -0.99026 -0.483
C -0.09242 -2.33133 -2.50963 -0.342
O 0.73319 -3.32021 -3.06694 -0.558
N 0.33433 -0.98814 -2.94042 -0.213
C 0.97569 -0.32293 -1.86563 0.200
O 1.12309 0.86969 -1.74865 -0.613
C 1.34909 -1.47721 -0.90979 1.733
P 2.11792 -1.07096 0.64870 0.885
O 3.13038 -0.03466 0.53550 -0.676
O 2.77891 -2.43812 1.15434 -0.514
O 0.95783 -0.75035 1.71332 -0.663
H -2.11602 -3.85159 -0.87102 0.293
H -2.11180 -3.02280 0.49688 0.256
H 0.18421 -3.36734 0.81799 0.254
H 0.18753 -4.36559 -0.66594 0.277
H -0.77637 -1.52908 -0.72940 0.560
H -1.07543 -2.58060 -2.87229 0.460
H 1.38058 -3.62957 -2.43069 0.417
H -0.49746 -0.46443 -3.19800 0.360
H 2.14742 -1.97186 -1.44942 -0.958
H 2.24087 -2.85237 1.83316 0.352
H 0.11235 -1.04021 1.34202 0.486
O -1.03025 0.31655 3.40654 -0.768
H -0.24704 -0.10841 3.04724 0.360
H -1.01899 0.12934 4.35774 0.398
O 1.39081 2.31038 3.16224 -0.430
H 0.52378 1.88993 3.19570 0.306
H 1.99624 1.60993 2.89394 0.223
O 3.73667 -3.19987 -2.40196 -0.602
H 4.39751 -3.88647 -2.53619 0.297
H 4.11446 -2.66488 -1.69309 0.286
O -2.47123 2.66391 2.88942 -0.636
H -1.83648 1.94967 3.04724 0.415
H -2.19608 3.36341 3.49360 0.262
O 2.97845 4.68343 2.18790 -0.631
H 2.24006 4.20398 2.58154 0.284
H 2.57857 5.20618 1.48097 0.261
O -2.82659 -0.91799 5.10608 -0.639
H -2.75342 -0.75451 4.15905 0.328
H -3.53116 -0.32260 5.37157 0.314
O 4.11383 3.41861 4.93052 -0.622
H 3.37463 2.94477 5.32104 0.295
H 3.71367 3.93958 4.22559 0.354
O -0.33098 4.73569 4.07691 -0.497
H 0.29792 4.02399 4.23391 0.216
H -0.05633 5.43238 4.68863 0.320
O -4.02448 0.36048 2.84721 -0.576
H -3.73583 1.18859 2.42719 0.308
H -4.98724 0.37587 2.82967 0.261
O -0.66583 5.97179 6.77307 -0.661
H -0.82911 5.24828 7.38493 0.321
H -1.51541 6.11026 6.34139 0.319
O -2.65056 -3.04547 -4.32964 -0.610
H -2.63940 -4.00281 -4.23017 0.297
H -3.03923 -2.89977 -5.19894 0.298
O -1.51043 -1.57191 -6.90405 -0.626
H -0.74466 -1.74474 -6.34553 0.319
H -1.83733 -0.72021 -6.60014 0.303
O -3.44361 -1.70415 0.85544 -0.661
H -3.86312 -1.06490 1.46217 0.324
H -3.84531 -1.53025 -0.00010 0.281
O -1.59916 -4.56316 -7.98832 -0.627
H -0.83296 -4.74931 -7.43814 0.315
H -1.90863 -3.70570 -7.67703 0.292
O 1.32913 0.70458 -5.24630 -0.675
H 2.25323 0.92386 -5.10316 0.314
H 1.15901 -0.04317 -4.65832 0.337
O -1.28065 -7.80558 -8.74132 -0.635
H -0.51870 -8.00849 -8.19317 0.305
H -1.57889 -6.94220 -8.43233 0.334
O 1.83015 4.58669 -0.58567 -0.630
H 1.96447 3.70841 -0.21366 0.344
H 1.51491 4.42992 -1.47919 0.293
O 5.51222 3.27851 1.65450 -0.618
H 4.65676 3.66158 1.90029 0.344
H 5.35704 2.33082 1.63287 0.307
O -2.51420 6.82786 2.95276 -0.643
H -1.88684 6.11411 3.11015 0.351
H -2.23052 7.53931 3.53259 0.299
```

Calculated values
M, g/mol: 552.41
E_HOMO, eV: -10.19
LUMO level, eV: -0.482

---

(6)
Entry from the Open Molecules 2025 dataset: a 2-piece molecular cluster, C5H4BNO2S overall in a non-equilibrium geometry (the ωB97M-V functional and the def2-TZVPD basis).

```
14
Properties=species:S:1:pos:R:3:mulliken_charge:R:1
B -1.82699 0.32184 1.61389 0.406
C -2.30555 2.33893 -0.81339 0.563
C 1.50702 -0.83591 0.05415 -0.479
C 0.12505 -0.46983 0.04090 -0.154
C 2.06234 -0.68799 1.29447 -0.396
C -0.43025 -0.06762 1.22427 0.302
N -3.15818 2.98972 -1.31056 -0.451
O -2.87315 0.75957 1.87613 -0.533
O -1.33499 1.79306 -0.48443 -0.445
S 0.85610 -0.04738 2.44527 -0.167
H 2.11240 -0.91405 -0.80461 0.369
H -0.56826 -0.48173 -0.85146 0.285
H 3.14174 -0.82216 1.37950 0.397
H -4.03254 3.49110 -0.99420 0.304
```

Calculated values
M, g/mol: 152.97
2S+1: 3
E_HOMO (spin up / spin down), eV: -5.77 / -9.47
LUMO level (spin up / spin down), eV: 0.604 / -2.841

---

(7)
Entry from the Open Molecules 2025 dataset: C5H4Br2CsI2OS4 as an isolated structure (the ωB97M-V functional and the def2-TZVPD basis).

```
19
Properties=species:S:1:pos:R:3:mulliken_charge:R:1
Cs 0.10924 0.87209 -0.81836 0.978
Br 1.02408 1.13143 2.51261 -0.101
C 2.87722 0.72831 2.20954 -0.398
Br 3.43349 1.02415 0.38636 -0.181
H 3.02071 -0.32301 2.42084 0.312
H 3.46926 1.37261 2.84367 0.318
O -1.86490 -6.32651 -1.94387 -0.649
C -1.55696 -5.21563 -1.55430 0.551
S 0.08681 -4.69801 -1.21636 -0.223
C -0.25781 -3.04375 -0.70718 -0.098
C -1.55933 -2.68079 -0.71788 -0.036
S -2.27799 -1.13341 -0.28723 -0.696
S -2.69995 -3.91835 -1.24677 -0.220
S 1.15965 -2.08718 -0.28362 -0.585
I 0.98472 4.50993 -0.27415 0.084
C -1.04950 5.03649 -0.33165 -0.791
I -2.48098 3.49281 -0.26989 0.082
H -1.19855 5.58828 -1.25001 0.342
H -1.21922 5.67053 0.52827 0.313
```

Calculated values
M, g/mol: 754.88
E_HOMO, eV: -2.54
LUMO level, eV: 1.199
Charge: -1
Energy above the lowest of the compared OMol25 structures with the same formula, charge and spin, kJ/mol: 86.0

---

(8)
Entry from the Open Molecules 2025 dataset: C5H4BrCl2P in the gas phase in a non-equilibrium geometry (the ωB97M-V functional and the def2-TZVPD basis).

```
13
Properties=species:S:1:pos:R:3:nbo_charge:R:1
C 0.43268 0.89664 -0.77969 -0.188
C 0.22625 1.48218 0.51967 -0.406
C 0.83964 -0.39136 -1.31186 -0.290
C -0.62404 0.90340 1.51526 -0.295
C 0.41135 -1.60026 -0.87038 -0.448
P -0.85333 -0.86607 0.49427 1.087
Cl -2.50299 -0.34411 -0.52148 -0.250
Cl -1.58542 -2.27082 1.64895 -0.203
Br 0.04654 0.94270 3.28640 0.066
H 0.93681 1.75148 -1.53050 0.224
H 0.65366 2.43739 0.77813 0.232
H 1.50359 -0.28471 -2.15559 0.228
H 0.51527 -2.65645 -1.07316 0.243
```

Calculated values
M, g/mol: 245.87
2S+1: 3
E_HOMO (spin up / spin down), eV: -5.54 / -9.12
LUMO level (spin up / spin down), eV: 0.250 / -2.184